Below is a cluster of 2 separate species, H3IO in total, with properties calculated with ωB97M-V/def2-TZVPD.

* gap between HOMO and LUMO: 4.35 eV
* relative energy (zero: lowest compared OMol25 entry of this formula, charge and spin): 1.759 eV

Geometry as ORCA input:
```
! RIJCOSX wB97M-V def2-TZVPD def2/J DEFGRID3
* xyz 0 1
O 0.860 -0.496 -0.235
H 0.912 -1.256 0.349
H 0.933 -0.675 -1.175
H 0.137 0.100 -0.028
I -2.842 2.327 1.090
*
```

---

Below is the molecule H3IP2S, with properties calculated with ωB97M-V/def2-TZVPD.

* gap between HOMO and LUMO (spin up / spin down): 6.73 / 5.29 eV
* relative energy (zero: lowest compared OMol25 entry of this formula, charge and spin): 0.463 eV
* <S²>: 2.0090

Geometry as ORCA input:
```
! RIJCOSX wB97M-V def2-TZVPD def2/J DEFGRID3
* xyz 0 3
P 0.054 -1.018 0.363
P -0.857 1.047 0.062
S 2.133 -0.524 0.610
I -3.223 0.424 -0.700
H -0.007 -0.982 -1.045
H -0.144 0.966 -1.102
H 2.045 0.087 1.811
*
```

---

Below is a cluster of 2 separate species, H3IP2S2 in total, with properties calculated with ωB97M-V/def2-TZVPD.

* gap between HOMO and LUMO (spin up / spin down): 7.48 / 7.48 eV
* relative energy (zero: lowest compared OMol25 entry of this formula, charge and spin): 2.578 eV

Geometry as ORCA input:
```
! RIJCOSX wB97M-V def2-TZVPD def2/J DEFGRID3
* xyz 0 1
P -1.045 -1.206 0.324
P 0.730 0.045 -0.343
S 2.436 -0.828 -0.562
S 0.817 1.614 1.153
I -2.684 0.334 -0.570
H -1.035 -2.319 -0.638
H -0.452 1.471 -1.515
H 1.232 0.889 2.151
*
```

---

Below is the ion H3N2O2S with charge -1, with properties calculated with ωB97M-V/def2-TZVPD.

* gap between HOMO and LUMO: 8.26 eV
* relative energy (zero: lowest compared OMol25 entry of this formula, charge and spin): 0.621 eV
* SMILES: N=[S@@](N)(=O)[O-]

Geometry as ORCA input:
```
! RIJCOSX wB97M-V def2-TZVPD def2/J DEFGRID3
* xyz -1 1
N -0.934 1.336 -0.125
N 0.441 -0.717 -0.417
O -1.911 -1.238 -0.668
O -0.907 0.229 -2.453
S -1.019 -0.059 -1.009
H -0.967 2.147 -0.838
H 1.005 -1.239 -1.139
H 1.000 0.020 -0.101
*
```

---

Below is the molecule H3N2O3P, with properties calculated with ωB97M-V/def2-TZVPD.

* gap between HOMO and LUMO (spin up / spin down): 8.99 / 8.99 eV
* relative energy (zero: lowest compared OMol25 entry of this formula, charge and spin): 0.085 eV

Geometry as ORCA input:
```
! RIJCOSX wB97M-V def2-TZVPD def2/J DEFGRID3
* xyz 0 1
N 0.780 -1.134 -0.164
N -1.341 0.472 -0.311
O 1.084 1.468 -0.659
O 0.478 0.179 1.563
O 1.931 -1.189 -0.469
P 0.258 0.568 0.128
H 0.430 -1.866 0.493
H -2.007 0.369 0.435
H -1.615 1.133 -1.018
*
```

---

Below is a cluster of 3 separate species, H3N2O4 in total, with properties calculated with ωB97M-V/def2-TZVPD.

* gap between HOMO and LUMO (spin up / spin down): 7.54 / 7.54 eV
* relative energy (zero: lowest compared OMol25 entry of this formula, charge and spin): 1.317 eV

Geometry as ORCA input:
```
! RIJCOSX wB97M-V def2-TZVPD def2/J DEFGRID3
* xyz -1 1
N -0.317 0.998 -0.364
N 1.728 -0.123 -0.086
O 2.810 -0.433 0.363
O -2.059 -1.196 0.479
O 0.568 1.473 0.447
O 0.981 -0.607 -0.900
H -2.459 -0.468 0.829
H -0.120 1.313 -1.313
H -1.133 -0.957 0.545
*
```

---

Below is the molecule H3N2OP, with properties calculated with ωB97M-V/def2-TZVPD.

* gap between HOMO and LUMO: 9.17 eV
* relative energy (zero: lowest compared OMol25 entry of this formula, charge and spin): 1.458 eV
* SMILES: N#P(N)O

Geometry as ORCA input:
```
! RIJCOSX wB97M-V def2-TZVPD def2/J DEFGRID3
* xyz 0 1
N 1.825 -0.029 1.265
N -0.625 -1.044 -0.495
O -0.270 1.332 0.316
P 0.603 -0.189 0.391
H -1.254 -0.364 -0.951
H -0.554 -1.838 -1.171
H 0.275 2.132 0.644
*
```

---

Below is the molecule H3N2P, with properties calculated with ωB97M-V/def2-TZVPD.

* gap between HOMO and LUMO (spin up / spin down): 7.62 / 8.47 eV
* relative energy (zero: lowest compared OMol25 entry of this formula, charge and spin): 2.193 eV
* SMILES: [H]/N=P/N

Geometry as ORCA input:
```
! RIJCOSX wB97M-V def2-TZVPD def2/J DEFGRID3
* xyz 0 1
N 1.500 0.306 -0.061
N -1.085 -0.014 0.015
P 0.125 -1.106 0.166
H 2.301 -0.158 -0.335
H -0.780 0.966 0.085
H -2.062 0.005 0.130
*
```

---

Below is a structure of composition H3N3, with properties calculated with ωB97M-V/def2-TZVPD.

* gap between HOMO and LUMO: 11.06 eV
* relative energy (zero: lowest compared OMol25 entry of this formula, charge and spin): 5.023 eV

Geometry as ORCA input:
```
! RIJCOSX wB97M-V def2-TZVPD def2/J DEFGRID3
* xyz 0 1
N -0.024 -0.362 -0.745
N -0.421 -0.670 0.448
N -0.103 -0.060 1.412
H -0.662 -0.608 -1.496
H 0.589 0.767 -0.348
H 0.621 0.933 0.729
*
```

---

Below is the molecule H3N3O, with properties calculated with ωB97M-V/def2-TZVPD.

* gap between HOMO and LUMO: 10.14 eV
* relative energy (zero: lowest compared OMol25 entry of this formula, charge and spin): 3.224 eV
* SMILES: [H]/N=[N+](/N)[O-]

Geometry as ORCA input:
```
! RIJCOSX wB97M-V def2-TZVPD def2/J DEFGRID3
* xyz 0 1
N -1.312 -0.102 -0.222
N 0.914 -0.530 -0.369
N -0.150 0.231 -0.085
O 0.253 1.448 0.604
H -1.984 0.665 -0.089
H 0.679 -1.603 -0.201
H 1.600 -0.109 0.361
*
```

---

Below is a cluster of 2 separate species, H3N3O in total, with properties calculated with ωB97M-V/def2-TZVPD.

* gap between HOMO and LUMO (spin up / spin down): 9.40 / 9.40 eV
* relative energy (zero: lowest compared OMol25 entry of this formula, charge and spin): 4.350 eV

Geometry as ORCA input:
```
! RIJCOSX wB97M-V def2-TZVPD def2/J DEFGRID3
* xyz 0 1
N 0.954 0.414 1.045
N -1.318 -0.404 0.038
N 0.596 0.018 -0.006
O 0.940 0.002 -1.114
H 1.997 0.450 1.144
H -1.199 -0.822 -0.869
H -1.970 0.342 -0.239
*
```

---

Below is the molecule H3N3O2, with properties calculated with ωB97M-V/def2-TZVPD.

* gap between HOMO and LUMO (spin up / spin down): 9.49 / 9.48 eV
* relative energy (zero: lowest compared OMol25 entry of this formula, charge and spin): 1.082 eV
* SMILES: N/[N+]([O-])=N/O

Geometry as ORCA input:
```
! RIJCOSX wB97M-V def2-TZVPD def2/J DEFGRID3
* xyz 0 1
N 0.865 0.742 -0.166
N -1.387 0.367 -0.061
N -0.157 -0.189 -0.157
O 0.025 -1.401 -0.109
O 2.117 0.190 -0.169
H -1.547 1.228 0.498
H -2.168 -0.215 -0.080
H 2.251 -0.723 0.243
*
```